# 1
{
  "formula": "C23H24N9STeZn",
  "method": "ωB97M-V with the def2-TZVPD basis set",
  "symbols": ["Zn", "C", "N", "C", "C", "C", "C", "C", "C", "N", "C", "C", "C", "C", "C", "C", "N", "C", "C", "C", "C", "C", "N", "H", "H", "H", "H", "H", "H", "H", "H", "H", "H", "H", "H", "H", "H", "H", "H", "H", "H", "N", "N", "N", "C", "N", "N", "H", "H", "H", "Te", "C", "C", "C", "C", "S", "H", "H", "H"],
  "positions_angstrom": [[-0.492599, 0.449138, -0.913881], [-0.344209, -0.524053, 2.000822], [-1.289329, -0.710187, 0.894482], [-1.466608, -2.122556, 0.532856], [-0.833594, -2.534183, -0.785772], [-1.061999, -3.811367, -1.282610], [-0.458457, -4.186837, -2.467432], [0.356988, -3.276989, -3.127921], [0.518516, -2.024924, -2.574819], [-0.059581, -1.662114, -1.423356], [-2.557367, -0.029652, 1.172302], [-2.400837, 1.470222, 1.142740], [-3.303446, 2.281402, 1.811541], [-3.186179, 3.655636, 1.698800], [-2.155300, 4.178464, 0.935133], [-1.285906, 3.300832, 0.318091], [-1.400287, 1.973270, 0.412206], [1.092686, -0.562174, 1.549113], [2.069192, -1.193468, 2.302776], [3.383224, -1.158437, 1.866274], [3.674785, -0.501131, 0.683391], [2.636565, 0.094083, -0.011375], [1.371702, 0.076299, 0.409822], [-0.506767, -1.268933, 2.787447], [-0.529133, 0.456196, 2.444440], [-2.530137, -2.362884, 0.489732], [-1.040865, -2.757717, 1.316509], [-1.708625, -4.493464, -0.745798], [-0.626598, -5.173587, -2.877572], [0.842262, -3.526749, -4.060117], [1.115809, -1.267025, -3.067309], [-2.987832, -0.340441, 2.131946], [-3.254979, -0.295045, 0.374268], [-4.092509, 1.833348, 2.400842], [-3.887738, 4.308281, 2.200777], [-2.022831, 5.243558, 0.813531], [-0.478157, 3.673960, -0.295392], [1.798515, -1.706301, 3.216147], [4.164047, -1.644267, 2.435825], [4.682747, -0.455210, 0.296722], [2.821656, 0.594943, -0.952019], [1.578143, 2.856313, -5.225842], [1.397633, 2.643027, -3.874716], [1.880508, 3.454149, -2.962515], [1.527062, 2.822527, -1.851564], [0.857674, 1.697202, -2.114833], [0.795001, 1.592077, -3.431643], [1.754883, 3.847258, -5.347603], [0.721882, 2.579070, -5.695489], [1.759817, 3.178463, -0.862731], [-2.613163, 0.380259, -2.511805], [-2.981756, 2.450403, -2.418426], [-4.084665, 3.089486, -1.930306], [-4.020959, 4.510885, -2.040621], [-2.869743, 4.941698, -2.618741], [-1.868928, 3.612671, -3.037413], [-4.921057, 2.556556, -1.500457], [-4.805664, 5.176460, -1.710568], [-2.565788, 5.954244, -2.829844]],
  "forces_ev_per_a": [[-0.020, -0.057, 0.082], [-0.004, -0.012, 0.012], [0.006, 0.024, 0.034], [0.036, 0.011, -0.036], [0.054, -0.003, 0.089], [0.028, -0.011, 0.019], [0.001, -0.001, -0.006], [0.003, -0.014, 0.002], [0.010, 0.011, 0.019], [-0.133, 0.025, -0.136], [-0.009, -0.042, -0.015], [0.024, 0.006, 0.013], [-0.013, 0.012, -0.023], [0.016, -0.006, 0.010], [0.010, 0.002, 0.014], [-0.044, -0.002, -0.037], [0.032, -0.022, 0.061], [-0.009, 0.013, -0.015], [-0.015, -0.019, -0.006], [0.012, -0.005, 0.009], [0.006, -0.002, -0.012], [-0.022, -0.035, 0.030], [0.041, 0.035, 0.036], [-0.009, 0.017, 0.014], [0.011, 0.011, -0.017], [-0.004, 0.027, -0.021], [-0.029, -0.023, 0.000], [0.002, -0.001, 0.003], [0.002, -0.001, 0.000], [0.001, -0.001, -0.002], [-0.011, 0.007, -0.008], [0.013, 0.005, 0.009], [-0.014, -0.007, 0.012], [-0.001, 0.001, 0.007], [-0.001, 0.004, 0.000], [-0.006, 0.000, -0.004], [0.009, 0.000, 0.003], [-0.003, 0.000, 0.001], [0.001, 0.001, 0.001], [-0.001, 0.003, -0.003], [0.009, 0.009, -0.015], [-0.003, -0.016, 0.029], [-0.019, 0.026, 0.022], [0.004, -0.014, 0.022], [0.006, 0.067, -0.029], [-0.002, -0.054, -0.028], [-0.011, -0.019, 0.038], [-0.006, -0.002, -0.022], [0.004, 0.024, -0.026], [0.001, 0.003, -0.005], [0.059, 0.081, -0.125], [-0.065, 0.029, -0.010], [0.042, 0.010, 0.080], [-0.012, -0.050, 0.002], [0.027, -0.011, 0.007], [0.028, -0.047, -0.056], [-0.017, -0.001, -0.012], [-0.010, 0.007, -0.004], [-0.007, 0.006, -0.009]],
  "lowdin_charge": [0.38, -0.11, -0.20, -0.10, -0.26, 0.00, -0.03, -0.04, -0.12, 0.02, -0.16, -0.28, 0.00, -0.03, -0.04, -0.13, 0.06, -0.25, 0.00, -0.03, -0.04, -0.12, 0.07, 0.13, 0.14, 0.14, 0.14, 0.13, 0.12, 0.11, 0.10, 0.14, 0.08, 0.12, 0.12, 0.12, 0.08, 0.12, 0.12, 0.11, 0.09, 0.16, -0.28, 0.16, -0.21, -0.05, 0.09, 0.11, 0.11, 0.12, 0.83, -1.03, -0.26, -0.20, -0.42, 0.88, 0.10, 0.11, 0.07],
  "total_charge": 1,
  "homo_lumo_gap_ev": 7.207,
  "e_homo_ev": -9.411,
  "e_lumo_ev": -2.204,
  "largest_force_ha_per_bohr": 0.0037
}

---

# 2
{
  "formula": "C23H24NO4S2Si2W",
  "method": "ωB97M-V with the def2-TZVPD basis set",
  "symbols": ["W", "S", "C", "C", "C", "C", "C", "C", "S", "H", "H", "H", "H", "C", "Si", "C", "C", "C", "C", "C", "C", "C", "Si", "C", "C", "H", "H", "H", "H", "H", "H", "H", "H", "H", "H", "H", "H", "H", "H", "H", "H", "O", "C", "O", "C", "C", "C", "C", "C", "C", "N", "O", "O", "H", "H", "H", "H"],
  "positions_angstrom": [[-0.118762, -0.056372, 0.855556], [-1.877869, 0.109033, 2.391326], [-2.670170, -1.434231, 2.207241], [-4.018441, -1.597924, 2.540686], [-4.585491, -2.850238, 2.457650], [-3.825631, -3.950824, 2.047130], [-2.497481, -3.800453, 1.713933], [-1.914853, -2.529858, 1.789270], [-0.219127, -2.318273, 1.456986], [-4.602352, -0.745252, 2.861456], [-5.628415, -2.982293, 2.712634], [-4.283603, -4.929343, 1.988715], [-1.907499, -4.650444, 1.395635], [2.529949, -1.092947, 3.327189], [2.242668, -0.661379, 1.553252], [2.960001, -1.925569, 0.415838], [2.893654, 1.036619, 1.111344], [4.181737, 1.137185, 0.566006], [4.756292, 2.375501, 0.342747], [4.044910, 3.540875, 0.618396], [2.753639, 3.464954, 1.110814], [2.166042, 2.218658, 1.369848], [0.411024, 2.122601, 1.938157], [-0.009938, 2.858002, 3.558792], [-0.676788, 2.804883, 0.539552], [3.509513, -0.719973, 3.639234], [2.512411, -2.177133, 3.457562], [1.772371, -0.662369, 3.982338], [3.996871, -2.111544, 0.711397], [2.945421, -1.594286, -0.623363], [2.422652, -2.872054, 0.489021], [4.751791, 0.244041, 0.337389], [5.765054, 2.437690, -0.044991], [4.501506, 4.506067, 0.440798], [2.206683, 4.384315, 1.294908], [0.317491, 3.901348, 3.562840], [0.491330, 2.336634, 4.375272], [-1.086633, 2.829178, 3.732390], [-0.749775, 3.876280, 0.762172], [-1.701564, 2.428691, 0.516646], [-0.230806, 2.712025, -0.450848], [-1.619211, -0.529126, -0.664440], [-0.794942, -0.209504, -1.562939], [0.363119, 0.208278, -1.109192], [-1.073113, -0.288203, -2.990149], [-0.166154, 0.250436, -3.899527], [-0.443751, 0.185892, -5.253670], [-1.615892, -0.430077, -5.643830], [-2.528422, -0.978770, -4.764610], [-2.252264, -0.899616, -3.411640], [-1.913712, -0.510365, -7.103888], [-2.934846, -1.073252, -7.426034], [-1.153635, 0.061786, -7.851447], [0.745318, 0.714011, -3.548154], [0.223007, 0.595437, -5.997315], [-3.423799, -1.449516, -5.141825], [-2.939503, -1.309249, -2.684258]],
  "forces_ev_per_a": [[-0.261, -0.196, -0.371], [0.274, 0.065, -0.113], [-0.100, -0.091, 0.020], [0.037, -0.015, -0.019], [-0.011, -0.037, -0.006], [-0.018, -0.013, 0.002], [-0.058, 0.072, 0.038], [-0.147, -0.193, -0.076], [0.354, 0.591, -0.042], [0.014, 0.002, -0.009], [0.012, -0.005, 0.004], [0.000, 0.020, 0.000], [0.005, 0.028, -0.003], [0.067, -0.017, 0.273], [0.032, -0.218, 0.562], [0.179, -0.196, -0.182], [-0.088, 0.316, -0.154], [-0.048, 0.057, -0.066], [0.013, -0.010, 0.008], [-0.025, 0.008, -0.003], [0.086, -0.124, -0.102], [0.420, 0.151, 0.004], [-0.058, -0.252, 0.140], [-0.087, 0.072, 0.316], [-0.129, 0.047, -0.148], [-0.023, -0.068, 0.024], [-0.016, 0.030, 0.023], [0.030, 0.015, 0.020], [-0.003, -0.043, -0.075], [0.011, -0.030, -0.007], [0.046, -0.009, -0.001], [-0.020, 0.008, -0.005], [-0.012, 0.013, 0.005], [-0.001, -0.011, 0.005], [-0.005, -0.034, 0.009], [-0.030, -0.011, 0.065], [-0.006, 0.036, 0.002], [0.023, 0.031, 0.033], [-0.004, 0.000, -0.059], [-0.030, 0.053, 0.009], [0.014, 0.045, -0.022], [-0.228, 0.038, -0.261], [0.097, -0.014, 0.330], [-0.313, -0.100, -0.114], [0.008, -0.017, 0.017], [0.053, 0.002, -0.081], [0.058, 0.015, 0.110], [0.028, -0.163, -0.308], [-0.004, -0.027, 0.121], [-0.078, 0.009, -0.063], [-0.298, 0.521, 0.146], [0.074, -0.202, -0.006], [0.157, -0.162, -0.022], [-0.014, 0.000, 0.018], [-0.004, -0.008, -0.001], [0.009, 0.005, -0.001], [0.018, 0.012, 0.014]],
  "lowdin_charge": [1.06, 0.70, -0.64, -0.09, -0.06, -0.06, -0.09, -0.64, 0.73, 0.11, 0.11, 0.11, 0.11, -0.19, 0.41, -0.21, -0.30, -0.07, -0.05, -0.05, -0.08, -0.31, 0.43, -0.19, -0.20, 0.05, 0.04, 0.03, 0.05, 0.04, 0.02, 0.10, 0.12, 0.11, 0.11, 0.05, 0.05, 0.04, 0.06, 0.03, 0.04, -0.08, -0.51, -0.15, -0.13, 0.03, 0.03, -0.11, 0.03, 0.03, -0.34, 0.10, 0.10, 0.13, 0.13, 0.13, 0.13],
  "total_charge": 1,
  "homo_lumo_gap_ev": 6.168,
  "e_homo_ev": -11.448,
  "e_lumo_ev": -5.280,
  "largest_force_ha_per_bohr": 0.0134
}

---

# 3
{
  "formula": "C23H24NOReTe",
  "method": "ωB97M-V with the def2-TZVPD basis set",
  "symbols": ["Re", "C", "C", "C", "C", "C", "C", "N", "C", "C", "C", "C", "C", "C", "H", "H", "H", "H", "H", "H", "H", "H", "H", "H", "Te", "C", "C", "C", "C", "O", "H", "H", "H", "H", "H", "H", "H", "H", "H", "C", "C", "C", "C", "C", "C", "C", "H", "H", "H", "H", "H"],
  "positions_angstrom": [[0.979123, 0.277104, 0.697249], [-1.406815, 1.612867, 5.052356], [-1.629285, 2.272077, 3.855747], [-1.417366, 1.613592, 2.649608], [-0.973535, 0.297799, 2.650911], [-0.740026, -0.362135, 3.855012], [-0.962701, 0.293732, 5.050193], [-0.696361, -0.378810, 1.413734], [-1.624136, -1.364278, 0.995415], [-1.200622, -2.495001, 0.299407], [-2.122585, -3.430096, -0.140357], [-3.476578, -3.268954, 0.119471], [-3.896424, -2.158776, 0.835271], [-2.983549, -1.210867, 1.272870], [-1.569399, 2.127142, 5.990391], [-1.968124, 3.299739, 3.855533], [-1.587153, 2.112725, 1.702789], [-0.366628, -1.377776, 3.833438], [-0.774835, -0.218148, 5.984799], [-0.146202, -2.652727, 0.121459], [-1.769849, -4.301449, -0.677711], [-4.192516, -4.004356, -0.221977], [-4.946827, -2.018965, 1.056845], [-3.329450, -0.349639, 1.827270], [2.947747, -0.486663, 2.014397], [-0.074154, 2.494945, -1.882595], [1.152893, 2.798853, -1.033996], [2.438739, 2.395423, -1.740706], [1.191244, 4.268502, -0.640606], [1.050966, 2.081832, 0.217219], [-0.055476, 3.086713, -2.798812], [-0.983371, 2.740109, -1.330730], [-0.104273, 1.438467, -2.151605], [2.565595, 2.986953, -2.648736], [2.418198, 1.341912, -2.018193], [3.295288, 2.563998, -1.087053], [1.277173, 4.895588, -1.528763], [2.044801, 4.460923, 0.009602], [0.281844, 4.541755, -0.104487], [1.159144, -0.634076, -0.744948], [1.552475, -1.418131, -1.886245], [0.608656, -1.836344, -2.825078], [1.016882, -2.594207, -3.910612], [2.355768, -2.930443, -4.060837], [3.293988, -2.515938, -3.123836], [2.898245, -1.760508, -2.032944], [-0.433286, -1.575539, -2.690779], [0.288734, -2.922572, -4.640431], [2.669123, -3.520475, -4.912283], [4.335725, -2.783014, -3.242506], [3.609175, -1.432861, -1.284163]],
  "forces_ev_per_a": [[0.084, -0.189, -0.036], [0.008, 0.010, 0.017], [-0.006, -0.003, -0.018], [0.037, -0.028, -0.030], [-0.017, 0.011, 0.147], [-0.073, 0.011, 0.008], [-0.007, -0.014, 0.004], [0.224, 0.128, -0.098], [-0.079, -0.041, -0.086], [0.000, 0.028, 0.039], [-0.010, -0.035, -0.013], [0.033, -0.005, -0.014], [-0.014, 0.052, 0.030], [0.050, -0.064, -0.019], [0.000, -0.004, 0.005], [-0.001, 0.000, -0.007], [0.009, 0.003, 0.007], [0.005, -0.009, -0.006], [-0.003, 0.010, 0.010], [0.034, 0.045, 0.022], [-0.016, -0.008, -0.001], [-0.001, -0.006, 0.002], [-0.003, -0.009, -0.008], [0.023, 0.043, 0.019], [-0.143, 0.061, -0.052], [0.016, -0.010, 0.038], [-0.016, 0.004, 0.096], [-0.018, 0.012, 0.030], [0.011, 0.015, -0.004], [-0.049, 0.053, -0.025], [0.007, -0.006, -0.008], [0.001, 0.006, -0.004], [0.012, -0.017, -0.004], [0.008, 0.001, -0.001], [-0.016, -0.017, -0.019], [-0.002, 0.009, -0.001], [-0.005, 0.020, 0.001], [0.003, -0.004, -0.010], [-0.010, -0.004, -0.008], [-0.060, -0.013, -0.033], [-0.017, -0.008, 0.083], [0.024, -0.043, -0.043], [-0.026, 0.025, 0.028], [0.023, -0.020, -0.019], [-0.010, 0.016, 0.013], [-0.013, -0.011, -0.035], [-0.005, 0.015, 0.011], [0.003, -0.005, -0.007], [0.004, 0.000, -0.001], [0.001, -0.005, -0.006], [0.002, 0.000, 0.005]],
  "lowdin_charge": [1.06, -0.08, -0.07, -0.04, -0.36, -0.04, -0.07, -0.18, -0.27, -0.04, -0.08, -0.10, -0.08, -0.02, 0.10, 0.10, 0.11, 0.12, 0.11, 0.10, 0.10, 0.10, 0.10, 0.11, 0.16, -0.03, -0.68, -0.03, -0.04, -0.39, 0.09, 0.09, 0.07, 0.09, 0.06, 0.09, 0.09, 0.09, 0.08, -0.33, -0.31, -0.04, -0.08, -0.08, -0.07, -0.04, 0.12, 0.10, 0.10, 0.11, 0.10],
  "homo_lumo_gap_ev": 6.843,
  "e_homo_ev": -7.174,
  "e_lumo_ev": -0.331,
  "largest_force_ha_per_bohr": 0.0054
}